Below is one molecule with the formula C11H5F3N2O2, with properties calculated with ωB97M-V with the def2-TZVPD basis set.

**Energy relative to the best compared isomer or geometry (same formula, charge and spin)**: 0.39 kcal per mole

```
! RIJCOSX wB97M-V def2-TZVPD def2/J DEFGRID3
* xyz 0 1
F -0.690 -3.390 -0.742
F 0.172 -4.009 1.217
F 1.424 -3.838 -0.553
O 2.477 0.458 2.389
O -0.623 2.960 -0.370
N 0.763 0.877 1.072
N 2.939 -3.117 2.751
C 1.589 -0.009 1.681
C -0.246 -0.807 -0.218
C 0.573 -1.844 0.478
C -0.137 0.520 0.086
C -0.884 1.618 -0.605
C 1.472 -1.436 1.439
C -1.379 3.736 -1.249
C -2.101 2.929 -2.032
C -1.790 1.520 -1.627
C 2.285 -2.314 2.194
C 0.361 -3.311 0.102
H 1.054 1.846 1.137
H -2.845 3.276 -2.741
H -1.397 4.826 -1.306
H -2.137 0.588 -2.055
H -0.879 -1.080 -1.049
*
```

In elementary charge units, the Mulliken charges are: atom 1 (F): -0.269, atom 2 (F): -0.220, atom 3 (F): -0.244, atom 4 (O): -0.679, atom 5 (O): -0.383, atom 6 (N): -0.134, atom 7 (N): -0.519, atom 8 (C): 0.119, atom 9 (C): -0.679, atom 10 (C): 0.407, atom 11 (C): 0.138, atom 12 (C): 0.294, atom 13 (C): 0.598, atom 14 (C): -0.379, atom 15 (C): -0.544, atom 16 (C): -0.252, atom 17 (C): -0.026, atom 18 (C): 0.770, atom 19 (H): 0.301, atom 20 (H): 0.390, atom 21 (H): 0.438, atom 22 (H): 0.428, atom 23 (H): 0.445



Below is one molecule with the formula C2H6N2O, with properties calculated with ωB97M-V with the def2-TZVPD basis set.

**Energy relative to the best compared isomer or geometry (same formula, charge and spin)**: 3.92 kcal per mole

```
! RIJCOSX wB97M-V def2-TZVPD def2/J DEFGRID3
* xyz 0 1
O 1.015 1.114 0.881
N -1.082 0.590 1.559
N -0.047 -0.625 -0.133
C 0.807 -0.584 -1.320
C 0.017 0.434 0.733
H 0.841 0.413 -1.761
H -2.013 0.507 1.198
H 1.845 -0.782 -1.043
H -0.958 1.262 2.288
H 0.541 -1.375 -2.015
H -0.966 -0.955 -0.388
*
```

In elementary charge units, the Mulliken charges are: atom 1 (O): -0.592, atom 2 (N): -0.429, atom 3 (N): -0.254, atom 4 (C): -0.793, atom 5 (C): 0.511, atom 6 (H): 0.256, atom 7 (H): 0.205, atom 8 (H): 0.247, atom 9 (H): 0.234, atom 10 (H): 0.352, atom 11 (H): 0.263



Below is a 2-piece molecular cluster, C5H9NO overall, with properties calculated with ωB97M-V with the def2-TZVPD basis set.

**Energy relative to the best compared isomer or geometry (same formula, charge and spin)**: 80.01 kcal per mole

```
! RIJCOSX wB97M-V def2-TZVPD def2/J DEFGRID3
* xyz 0 1
O 1.247 -1.008 -0.866
N -0.194 -0.618 1.842
C -2.047 -0.429 0.193
C 2.254 -0.309 -0.056
C 1.301 0.342 -0.906
C 0.677 1.352 -1.481
C -1.141 0.033 1.299
H -2.056 0.307 -0.618
H 3.277 -0.458 -0.397
H -1.328 1.044 1.680
H 0.985 2.369 -1.271
H 2.069 -0.355 1.016
H -0.138 1.179 -2.175
H -1.719 -1.392 -0.209
H -0.110 -1.534 1.390
H -3.077 -0.523 0.560
*
```

In elementary charge units, the Mulliken charges are: atom 1 (O): -0.408, atom 2 (N): -0.667, atom 3 (C): -0.875, atom 4 (C): -0.186, atom 5 (C): 0.471, atom 6 (C): -0.929, atom 7 (C): 0.092, atom 8 (H): 0.204, atom 9 (H): 0.243, atom 10 (H): 0.358, atom 11 (H): 0.234, atom 12 (H): 0.289, atom 13 (H): 0.308, atom 14 (H): 0.274, atom 15 (H): 0.258, atom 16 (H): 0.334



Below is a 3-piece molecular cluster, C24H34FN2O9PS2 overall, with properties calculated with ωB97M-V with the def2-TZVPD basis set.

```
! RIJCOSX wB97M-V def2-TZVPD def2/J DEFGRID3
* xyz 0 1
S 3.059 1.309 -3.329
S 0.403 -4.084 -4.496
P 3.277 3.749 3.037
F 0.386 0.071 0.408
O 1.900 0.783 -4.015
O 0.388 -5.300 -3.718
O 3.271 5.146 2.438
O 4.361 0.695 -3.440
O -1.566 -1.404 3.944
O -0.799 -3.335 -4.771
O -6.362 1.753 2.798
O -2.066 -2.577 2.119
O -8.601 1.831 2.490
N 1.271 2.083 2.097
N -0.780 3.380 3.933
C -1.191 -2.250 3.161
C -2.548 1.959 2.959
C 2.364 3.738 -2.645
C 2.146 -3.181 -6.231
C -4.447 0.374 1.940
C 2.649 1.520 -1.600
C -0.079 1.766 2.160
C -1.102 2.382 3.022
C 1.243 -4.395 -6.042
C 1.633 -2.966 -3.826
C -0.563 0.673 1.235
C -2.988 0.903 2.072
C 3.204 3.047 -3.713
C 2.694 3.027 -1.329
C -1.544 -2.226 0.816
C -1.939 0.247 1.186
C 2.762 -2.904 -4.857
C -5.389 0.722 3.157
C -2.262 -0.947 0.192
C 0.531 3.740 3.905
C -7.660 1.335 3.052
C 0.668 -2.535 4.867
C 1.506 3.095 2.982
C 0.244 -2.858 3.358
H 1.829 -5.307 -5.924
H 1.651 1.114 -1.439
H 2.581 4.806 -2.593
H 1.300 3.620 -2.871
H 3.266 -1.937 -4.829
H 1.610 -3.066 5.161
H -7.905 0.547 3.831
H 1.552 -2.320 -6.550
H -0.149 -2.888 5.561
H 1.163 -1.991 -3.688
H -5.996 -0.212 3.361
H 4.257 3.320 -3.624
H -0.430 -2.119 0.864
H -1.779 -3.099 0.134
H 3.372 0.980 -0.990
H 0.978 -2.271 2.725
H 3.699 3.313 -1.003
H 2.851 3.234 -4.726
H 4.063 2.941 2.154
H 0.869 4.546 4.597
H -1.776 -0.743 -0.799
H 0.514 -4.518 -6.841
H 3.509 -3.670 -4.632
H -3.279 2.459 3.651
H -4.935 0.833 1.025
H -4.850 0.967 4.109
H 1.984 -3.349 -2.869
H -4.435 -0.732 1.763
H 3.776 3.745 4.377
H 0.319 -3.958 3.167
H 2.909 -3.365 -6.988
H 0.765 -1.432 5.030
H -3.360 -1.122 0.076
H 2.001 3.305 -0.534
*
```

In elementary charge units, the Mulliken charges are: atom 1 (S): 1.307, atom 2 (S): 1.142, atom 3 (P): 0.388, atom 4 (F): -0.472, atom 5 (O): -0.658, atom 6 (O): -0.686, atom 7 (O): -0.634, atom 8 (O): -0.739, atom 9 (O): -0.500, atom 10 (O): -0.657, atom 11 (O): -0.330, atom 12 (O): -0.381, atom 13 (O): -0.444, atom 14 (N): -0.407, atom 15 (N): -0.587, atom 16 (C): 0.598, atom 17 (C): -0.671, atom 18 (C): -0.675, atom 19 (C): -0.617, atom 20 (C): -0.499, atom 21 (C): -0.295, atom 22 (C): 0.365, atom 23 (C): 0.216, atom 24 (C): -0.710, atom 25 (C): -0.451, atom 26 (C): 0.720, atom 27 (C): 0.812, atom 28 (C): -0.854, atom 29 (C): -0.440, atom 30 (C): -0.388, atom 31 (C): -0.199, atom 32 (C): -0.551, atom 33 (C): -0.664, atom 34 (C): -1.117, atom 35 (C): -0.412, atom 36 (C): 0.241, atom 37 (C): -1.069, atom 38 (C): 0.278, atom 39 (C): -0.163, atom 40 (H): 0.331, atom 41 (H): 0.016, atom 42 (H): 0.388, atom 43 (H): 0.296, atom 44 (H): 0.197, atom 45 (H): 0.361, atom 46 (H): 0.313, atom 47 (H): 0.304, atom 48 (H): 0.290, atom 49 (H): 0.222, atom 50 (H): 0.359, atom 51 (H): 0.349, atom 52 (H): 0.192, atom 53 (H): 0.369, atom 54 (H): 0.419, atom 55 (H): 0.165, atom 56 (H): 0.263, atom 57 (H): 0.420, atom 58 (H): 0.063, atom 59 (H): 0.378, atom 60 (H): 0.411, atom 61 (H): 0.406, atom 62 (H): 0.335, atom 63 (H): 0.414, atom 64 (H): 0.366, atom 65 (H): 0.415, atom 66 (H): 0.383, atom 67 (H): 0.237, atom 68 (H): 0.112, atom 69 (H): 0.344, atom 70 (H): 0.348, atom 71 (H): 0.232, atom 72 (H): 0.346, atom 73 (H): 0.158



no.,energy (eV),HOMO-LUMO gap (eV)
1,-26714.7153,7.70
2,-7199.6177,10.53
3,-8865.7433,10.42
4,-80520.3087,8.10